No. 1
Molecular formula: C40H37BrN5O10PRhS
Method: DFT, ωB97M-V/def2-TZVPD

## Properties
Kohn-Sham gap (spin up / spin down): 5.910 / 5.908 eV
ΔE to the lowest compared entry with this formula, charge and spin: 98.1 kJ/mol
Charge: +1

Structure (XYZ):
```
96
C40H37BrN5O10PRhS ωB97M-V/def2-TZVPD
Rh 0.80 -0.66 1.53
N 2.69 -1.51 2.32
C 3.35 -2.27 1.29
C 4.73 -2.25 1.17
C 5.35 -3.02 0.19
C 4.58 -3.83 -0.64
C 3.20 -3.82 -0.53
C 2.58 -3.00 0.41
P 0.77 -2.83 0.49
C 0.32 -4.48 1.03
C 0.47 -4.81 2.38
C 0.27 -6.11 2.80
C -0.09 -7.09 1.87
C -0.27 -6.75 0.54
C -0.07 -5.45 0.11
C 0.19 -2.58 -1.19
C 1.04 -2.15 -2.21
C 0.52 -1.91 -3.47
C -0.84 -2.08 -3.71
C -1.68 -2.50 -2.69
C -1.18 -2.75 -1.43
H 3.34 -0.92 2.83
H 2.21 -2.11 3.00
H 5.32 -1.63 1.84
H 6.42 -2.99 0.09
H 5.06 -4.44 -1.39
H 2.60 -4.43 -1.20
H 0.72 -4.04 3.10
H 0.40 -6.37 3.84
H -0.24 -8.11 2.20
H -0.57 -7.51 -0.17
H -0.22 -5.19 -0.93
H 2.10 -2.02 -2.03
H 1.18 -1.59 -4.26
H -1.23 -1.89 -4.70
H -2.74 -2.64 -2.89
H -1.83 -3.05 -0.62
O -1.64 -2.54 1.51
C -1.39 -1.71 2.36
O -0.21 -1.62 3.00
C -2.42 -0.68 2.71
C -2.01 0.62 3.01
C -2.95 1.61 3.23
C -4.29 1.27 3.19
C -4.72 -0.02 2.93
C -3.77 -1.00 2.67
N -5.30 2.32 3.42
O -6.45 1.97 3.62
O -4.92 3.48 3.38
H -0.96 0.85 3.08
H -2.68 2.63 3.45
H -5.77 -0.25 2.93
H -4.07 -2.01 2.43
Br -6.54 2.74 0.05
C -4.75 2.19 -0.27
C -3.74 3.14 -0.32
C -2.43 2.72 -0.54
C -2.15 1.37 -0.70
C -3.17 0.43 -0.63
C -4.48 0.84 -0.44
C -0.71 0.91 -0.85
O 0.04 1.41 -1.68
O -0.42 -0.05 -0.02
H -3.97 4.19 -0.18
H -1.64 3.45 -0.58
H -2.94 -0.62 -0.74
H -5.29 0.12 -0.41
C -0.90 5.37 -3.98
C 0.17 4.30 -3.76
S 1.26 4.80 -2.45
O 1.90 6.04 -2.78
O 0.57 4.72 -1.18
C 2.52 3.52 -2.43
C 3.28 3.62 -1.10
N 2.56 2.96 0.01
C 2.39 1.63 0.10
N 1.67 1.33 1.18
C 1.30 2.51 1.77
C 1.86 3.52 1.06
N 1.77 4.92 1.41
O 2.60 5.68 0.94
O 0.89 5.21 2.19
C 2.92 0.64 -0.87
H -1.50 5.12 -4.84
H -0.43 6.34 -4.15
H -1.55 5.45 -3.10
H 0.81 4.18 -4.63
H -0.25 3.33 -3.45
H 3.17 3.72 -3.28
H 2.00 2.56 -2.54
H 3.42 4.66 -0.85
H 4.26 3.15 -1.17
H 0.71 2.59 2.67
H 3.91 0.91 -1.24
H 2.23 0.56 -1.71
H 2.97 -0.34 -0.39
```


No. 2
Molecular formula: C41H66BCa2F19N12O15S5
Method: DFT, ωB97M-V/def2-TZVPD

## Properties
Kohn-Sham gap: 5.061 eV
Charge: +4

Structure (XYZ):
```
161
C41H66BCa2F19N12O15S5 ωB97M-V/def2-TZVPD
Ca -2.08 1.26 -4.81
Ca 1.26 4.82 -2.91
C -7.79 4.79 2.66
C -6.65 3.75 3.02
N -5.48 3.67 2.14
C -5.45 3.51 0.76
C -4.13 3.19 0.33
N -3.34 3.56 1.43
C -4.16 3.77 2.53
C -1.89 3.50 1.61
H -7.60 5.84 2.88
H -8.76 4.67 3.14
H -7.76 4.72 1.57
H -7.04 2.74 3.10
H -6.21 4.01 3.98
H -6.45 3.42 0.35
H -3.64 2.96 -0.61
H -3.73 4.07 3.47
H -1.39 3.73 0.67
H -1.71 2.44 1.79
H -1.67 4.10 2.49
C 3.75 -0.83 6.89
C 4.51 -1.70 5.91
N 4.78 -1.06 4.62
C 5.95 -0.54 4.19
C 5.79 -0.04 2.90
N 4.47 -0.10 2.58
C 3.89 -0.86 3.59
C 3.73 0.50 1.50
H 3.16 -0.06 6.40
H 4.37 -0.37 7.66
H 2.81 -1.27 7.24
H 3.85 -2.54 5.67
H 5.36 -2.27 6.28
H 6.71 -0.59 4.96
H 6.47 0.48 2.25
H 2.86 -1.18 3.63
H 3.30 1.45 1.83
H 2.94 -0.18 1.16
H 4.40 0.67 0.65
C -2.79 -8.28 -4.55
C -2.77 -6.74 -4.85
N -2.24 -5.95 -3.70
C -2.75 -5.71 -2.41
C -1.84 -5.22 -1.52
N -0.64 -5.34 -2.10
C -0.94 -5.68 -3.43
C 0.52 -4.82 -1.60
H -3.77 -8.68 -4.83
H -2.45 -8.46 -3.53
H -2.05 -8.68 -5.24
H -3.80 -6.42 -5.01
H -2.26 -6.46 -5.77
H -3.79 -5.93 -2.20
H -1.81 -4.88 -0.50
H -0.07 -5.77 -4.06
H 1.31 -5.14 -2.27
H 0.69 -5.08 -0.55
H 0.44 -3.74 -1.66
C -2.58 -2.08 -2.05
C -3.27 -1.31 -0.89
N -2.85 -1.91 0.34
C -1.65 -1.80 1.01
C -1.69 -2.57 2.18
N -3.02 -3.06 2.20
C -3.68 -2.71 1.09
C -3.59 -3.98 3.21
H -2.54 -1.36 -2.87
H -3.13 -2.92 -2.46
H -1.55 -2.31 -1.80
H -4.34 -1.50 -0.86
H -2.90 -0.28 -0.83
H -0.85 -1.16 0.68
H -0.85 -2.80 2.82
H -4.69 -2.89 0.76
H -4.62 -3.74 3.49
H -2.88 -4.11 4.03
H -3.63 -5.01 2.84
C 4.41 -1.38 -2.14
C 3.48 -2.51 -2.02
N 3.80 -3.47 -3.12
C 2.96 -3.83 -4.14
C 3.59 -4.72 -4.97
N 4.83 -4.94 -4.42
C 4.93 -4.16 -3.28
C 5.84 -5.83 -5.00
H 4.13 -0.84 -3.05
H 5.43 -1.73 -2.02
H 4.12 -0.81 -1.25
H 2.52 -1.99 -1.98
H 3.62 -3.22 -1.21
H 2.04 -3.28 -4.24
H 3.30 -5.09 -5.94
H 5.72 -4.09 -2.54
H 5.49 -6.38 -5.87
H 6.29 -6.41 -4.20
H 6.46 -5.10 -5.52
C 0.12 0.10 3.54
C -1.03 0.68 4.38
N -0.64 1.02 5.71
C -0.68 0.04 6.73
C -0.45 0.67 7.93
N -0.51 2.00 7.76
C -0.74 2.18 6.38
C -0.81 3.03 8.74
H -0.11 -0.11 2.50
H 0.24 -0.88 4.01
H 1.04 0.67 3.66
H -1.94 0.09 4.40
H -1.40 1.54 3.82
H -0.59 -1.02 6.54
H -0.36 0.29 8.94
H -0.96 3.09 5.84
H -0.25 3.92 8.45
H -0.40 2.73 9.70
H -1.90 3.09 8.81
B -4.48 0.67 -3.85
F -5.69 0.28 -3.26
F -3.83 -0.35 -4.46
F -4.75 1.70 -4.81
F -3.63 1.21 -2.95
C 5.30 2.81 -1.77
F 6.05 2.23 -2.74
F 4.13 2.12 -1.81
F 5.77 2.66 -0.58
S 4.83 4.71 -2.09
O 3.55 4.67 -2.81
O 4.72 5.28 -0.72
O 5.88 5.24 -2.99
C 1.40 4.38 1.98
F 0.80 3.37 1.39
F 0.83 4.64 3.18
F 2.68 3.93 2.21
S 1.42 5.91 0.73
O 1.44 5.45 -0.67
O 0.13 6.60 0.97
O 2.59 6.72 1.15
C 0.88 0.37 -1.03
F 0.41 -0.80 -1.28
F 0.92 0.57 0.32
F 2.23 0.34 -1.40
S -0.25 1.76 -1.77
O 0.62 2.96 -1.88
O -0.66 1.39 -3.10
O -1.44 1.89 -0.95
C 2.45 1.48 -5.23
F 2.58 0.47 -6.11
F 2.10 1.05 -4.04
F 3.73 1.93 -5.10
S 1.18 2.85 -5.87
O 1.70 3.35 -7.16
O -0.11 2.23 -5.90
O 1.29 3.79 -4.80
C -2.82 6.06 -4.95
F -2.74 7.19 -4.21
F -4.08 5.88 -5.31
F -1.96 6.02 -5.91
S -2.31 4.75 -3.67
O -3.35 4.70 -2.67
O -2.25 3.49 -4.40
O -0.97 5.15 -3.21
```


No. 3
Molecular formula: C2H13N2O3SZn
Method: DFT, ωB97M-V/def2-TZVPD

## Properties
Kohn-Sham gap: 2.737 eV
Charge: -1

Structure (XYZ):
```
22
C2H13N2O3SZn ωB97M-V/def2-TZVPD
C 1.28 1.49 -1.45
Zn -0.31 0.54 -0.28
N 0.23 -1.33 0.46
N -1.71 -0.13 -1.68
H -0.07 -1.32 1.45
H 1.06 0.36 -1.32
H 2.33 1.62 -1.16
H 0.72 2.25 -0.88
H 1.16 1.72 -2.51
H -2.61 -0.35 -1.23
H -1.37 -0.99 -2.12
H -1.89 0.54 -2.44
H -0.15 -2.14 -0.04
H 1.25 -1.42 0.42
C 1.16 1.46 3.03
S -0.57 1.03 2.78
O -0.67 -0.44 2.89
O -1.34 1.80 3.72
O -0.89 1.47 1.33
H 1.40 1.25 4.08
H 1.27 2.53 2.84
H 1.82 0.88 2.37
```


No. 4
Molecular formula: ClH2NO2Si
Method: DFT, ωB97M-V/def2-TZVPD

## Properties
Kohn-Sham gap: 9.390 eV
ΔE to the lowest compared entry with this formula, charge and spin: 270.0 kJ/mol
Structure (SMILES): O=[SiH2].O=NCl

Structure (XYZ):
```
7
ClH2NO2Si ωB97M-V/def2-TZVPD
N 1.23 -0.09 -3.65
O 1.40 -0.58 -0.80
O 0.87 1.04 -3.62
Si 0.51 0.64 -0.73
Cl 2.95 -0.54 -3.57
H -0.08 1.20 0.38
H 0.07 1.60 -1.89
```


Calculated total energy list, top to bottom, in Ha: -5996.3968, -8655.0768, -2596.6959, -955.9772
F_max list, top to bottom, in Eh/bohr: 0.045, 0.140, 0.048, 0.066